Record 1
A cluster of 3 separate species, C21H59N8O2P2S in total in a non-equilibrium geometry. Source: the OMol25 dataset; level of theory: ωB97M-V with the def2-TZVPD basis set.

Atoms and positions in Å:
C: -1.1824 7.2395 -1.0324
C: -1.9955 6.7491 0.1640
C: -3.1843 5.8883 -0.2897
C: -3.8627 5.1655 0.8877
N: -3.9847 3.6982 0.6650
S: -3.2112 2.6535 1.6741
C: -1.4112 2.6914 1.4102
C: -0.8972 1.2735 1.0895
C: 0.1645 1.2540 -0.0079
C: -0.3733 1.2572 -1.4551
C: -1.7066 1.9635 -1.7060
N: -2.1795 1.6868 -3.0656
H: -0.2097 7.6190 -0.7197
H: -0.9872 6.4139 -1.7205
H: -1.6960 8.0400 -1.5642
H: -2.3439 7.5942 0.7586
H: -1.3556 6.1016 0.7739
H: -2.7856 5.1538 -0.9976
H: -3.9050 6.5147 -0.8147
H: -3.3198 5.3597 1.8139
H: -4.8757 5.5493 1.0005
H: -3.7862 3.4394 -0.2972
H: -3.3316 3.3026 2.8445
H: -1.2374 3.3668 0.5715
H: -0.9339 3.1117 2.2946
H: -1.7181 0.5835 0.8784
H: -0.4518 0.9012 2.0146
H: 0.9036 2.0479 0.1258
H: 0.7230 0.3240 0.1220
H: -0.4518 0.2470 -1.8576
H: 0.3543 1.7806 -2.0796
H: -2.4810 1.6701 -0.9865
H: -1.5521 3.0478 -1.5863
H: -2.0301 2.4682 -3.6873
H: -3.1653 1.4660 -3.0533
O: 3.0385 -1.0297 1.7610
P: 4.3540 -0.3990 2.0516
N: 5.4024 -1.5967 2.6053
C: 5.5144 -2.0501 3.9787
C: 5.6848 -2.6317 1.6155
N: 3.7800 0.7299 3.2598
C: 4.3923 0.9370 4.5565
C: 2.3378 0.8990 3.3289
N: 5.4909 0.6640 1.4763
C: 6.9261 0.5908 1.7145
C: 5.0167 1.9303 0.9358
H: 6.5433 -2.3672 4.1691
H: 4.8474 -2.8909 4.2033
H: 5.3043 -1.2586 4.6859
H: 6.2470 -2.2225 0.7695
H: 4.7730 -3.0941 1.2238
H: 6.2974 -3.4110 2.0664
H: 4.0948 0.1772 5.2902
H: 4.0898 1.9093 4.9575
H: 5.4810 0.9583 4.4875
H: 1.8441 0.0917 3.8877
H: 1.9143 0.9239 2.3281
H: 2.0921 1.8501 3.8149
H: 7.1736 0.7913 2.7594
H: 7.4202 1.3398 1.0948
H: 7.3450 -0.3732 1.4386
H: 5.0653 2.7232 1.6880
H: 3.9814 1.8435 0.6038
H: 5.6106 2.2246 0.0687
O: -4.5657 -4.7080 -1.2355
P: -3.2283 -4.4890 -1.8151
N: -3.0450 -2.8264 -2.1257
C: -3.3286 -2.1448 -3.3731
C: -3.2653 -1.9964 -0.9535
N: -3.2152 -5.4655 -3.2174
C: -2.6905 -5.0577 -4.5055
C: -4.3452 -6.3774 -3.3819
N: -1.7005 -4.8245 -1.2835
C: -0.5499 -3.9380 -1.3501
C: -1.3943 -6.2214 -0.9983
H: -2.6487 -1.2911 -3.4680
H: -4.3616 -1.7750 -3.4307
H: -3.1543 -2.7653 -4.2389
H: -2.4942 -2.1694 -0.1939
H: -4.2395 -2.1799 -0.4873
H: -3.2117 -0.9429 -1.2414
H: -3.4038 -4.4571 -5.0813
H: -2.4606 -5.9442 -5.1021
H: -1.7554 -4.5035 -4.4012
H: -5.2313 -5.8860 -3.8002
H: -4.6264 -6.8220 -2.4324
H: -4.0439 -7.1828 -4.0555
H: -0.2179 -3.7711 -2.3786
H: 0.2720 -4.3933 -0.7972
H: -0.7394 -2.9713 -0.8890
H: -0.9073 -6.7028 -1.8515
H: -2.3052 -6.7763 -0.7740
H: -0.7441 -6.2996 -0.1257

Cartesian forces (eV/Å) of the 2 atoms listed first:
C 0.10 0.05 0.19
C 0.04 -0.39 -0.51

Output
total charge = +1
lowest unoccupied orbital energy = -3.34 eV
max |F| = 0.09321 hartree/bohr

***

Record 2
A cluster of 7 separate species, C21H60N4O8 in total in a non-equilibrium geometry. Source: the OMol25 dataset; level of theory: ωB97M-V with the def2-TZVPD basis set.

Atoms and positions in Å:
C: 2.2084 1.0548 -1.9598
O: 3.5832 0.7644 -1.8330
C: 3.8956 0.3621 -0.5058
C: 5.4261 0.2918 -0.5707
N: 6.0015 1.6108 -0.9615
C: 5.7934 2.6503 0.0448
C: 6.4078 2.3630 1.3858
O: 6.6512 3.5763 2.0519
C: 7.1231 3.4114 3.3798
H: 2.1108 0.9741 -3.0424
H: 1.9888 2.0848 -1.6788
H: 1.4688 0.4512 -1.4338
H: 3.5414 -0.6594 -0.3673
H: 3.4196 1.0039 0.2355
H: 5.7586 -0.4743 -1.2711
H: 5.5439 -0.0633 0.4531
H: 5.3922 1.8886 -1.7175
H: 4.7593 2.9725 0.1670
H: 6.3616 3.5009 -0.3316
H: 7.2999 1.7579 1.2243
H: 5.8136 1.6705 1.9820
H: 7.4972 4.3859 3.6937
H: 7.9830 2.7491 3.2794
H: 6.3430 3.1416 4.0916
C: -2.5376 -2.6936 2.9947
C: -3.8694 -3.2645 2.5761
C: -3.8507 -4.6881 1.9307
O: -3.0347 -4.6600 0.7836
C: -3.2540 -5.7889 -0.1351
N: -4.6386 -3.3763 3.7733
H: -2.0900 -2.6132 2.0041
H: -1.9541 -3.4424 3.5305
H: -2.5802 -1.7352 3.5122
H: -4.4748 -2.6875 1.8771
H: -4.8639 -5.0267 1.7140
H: -3.4668 -5.3518 2.7055
H: -4.3162 -5.7952 -0.3798
H: -2.9082 -6.7148 0.3244
H: -2.5573 -5.7263 -0.9709
H: -4.1140 -3.8660 4.4840
H: -4.6921 -2.4365 4.1393
C: 0.5803 -2.0150 0.2707
C: 0.4715 -2.7931 -1.0857
C: 1.8081 -3.1698 -1.7195
O: 1.6487 -3.9534 -2.8482
C: 1.5908 -3.0424 -4.0142
N: -0.2629 -4.0128 -0.8354
H: 1.4318 -2.3631 0.8554
H: -0.3343 -2.0456 0.8630
H: 0.8058 -0.9670 0.0735
H: 0.0353 -2.1682 -1.8651
H: 2.3403 -3.8775 -1.0838
H: 2.4560 -2.2968 -1.7970
H: 0.6757 -2.4544 -3.9440
H: 1.3794 -3.6979 -4.8591
H: 2.4568 -2.3808 -4.0366
H: -1.2154 -3.9462 -0.5061
H: -0.3729 -4.4792 -1.7245
C: -2.8410 2.2043 1.8075
C: -2.5710 3.5931 1.2042
C: -2.6754 4.7345 2.2882
O: -2.4944 5.9728 1.7378
C: -3.0596 7.0918 2.4237
N: -1.1996 3.5485 0.7609
H: -3.3100 1.4378 1.1906
H: -3.4085 2.2398 2.7375
H: -1.9469 1.7683 2.2533
H: -3.1609 3.9381 0.3550
H: -2.0297 4.5759 3.1520
H: -3.6832 4.7490 2.7033
H: -4.1426 6.9958 2.3459
H: -2.6836 8.0191 1.9917
H: -2.7041 7.1472 3.4526
H: -0.9215 2.6492 0.3949
H: -0.8532 4.4323 0.4157
C: -0.4940 3.4356 -3.1700
O: -0.8595 2.1067 -3.1345
H: 0.5807 3.6076 -3.2297
H: -1.0273 4.0344 -3.9084
H: -0.7425 4.0258 -2.2880
H: -1.1414 1.8630 -4.0193
C: -3.6241 -3.0809 -2.7143
O: -2.7185 -2.2977 -3.5714
H: -4.4876 -2.4989 -2.3923
H: -3.9792 -3.9072 -3.3302
H: -3.0316 -3.4665 -1.8847
H: -2.2139 -2.8937 -4.1297
C: -2.0853 0.1060 -0.9360
O: -0.9841 0.9568 -0.8608
H: -2.1006 -0.5849 -1.7789
H: -2.2454 -0.5242 -0.0611
H: -2.9508 0.7669 -0.9832
H: -0.8742 1.3151 -1.7446

Cartesian forces (eV/Å) of the 2 atoms listed first:
C 0.33 0.52 -1.56
O -1.51 -0.07 1.04

Output
<S²> = 0.754
spin multiplicity = 2
total charge = +1
lowest unoccupied orbital energy (spin up / spin down) = -2.55 / -7.52 eV
max |F| = 0.06472 hartree/bohr

***

Record 3
A cluster of 9 separate species, C21H60N4O9 in total in a non-equilibrium geometry. Source: the OMol25 dataset; level of theory: ωB97M-V with the def2-TZVPD basis set.

Atoms and positions in Å:
C: -0.1509 0.2004 5.1666
O: -1.2974 1.0220 5.2453
H: -0.2446 -0.5284 4.4468
H: -0.0432 -0.3611 6.1091
H: 0.8087 0.7111 4.9847
H: -1.3189 1.5416 6.0564
C: -3.3003 -0.4588 1.9335
O: -2.6628 -1.0132 3.0354
N: -3.1282 0.7632 1.5124
N: -4.2921 -1.1157 1.3810
H: -2.3267 1.2140 1.9234
H: -3.5680 1.1078 0.6971
H: -4.5149 -2.0512 1.6159
H: -4.7413 -0.8504 0.5509
C: 1.3399 -0.1922 -3.9691
O: 0.6790 -1.4055 -3.8598
N: 1.6206 0.3823 -5.1006
N: 1.5620 0.5363 -2.9002
H: 1.5519 -0.2590 -5.9310
H: 1.7288 1.3988 -5.2690
H: 1.4886 0.3134 -1.9082
H: 1.7009 1.5293 -3.1535
C: 2.3036 -3.8140 -2.5676
C: 0.8723 -4.3753 -2.6394
C: 0.5786 -5.4952 -1.5771
O: 0.0160 -3.4755 -2.3895
H: 2.3967 -2.9669 -3.2922
H: 2.9679 -4.5584 -2.9334
H: 2.6417 -3.4536 -1.5692
H: 0.7946 -4.7817 -3.6157
H: -0.4869 -5.6787 -1.4063
H: 1.0738 -5.3372 -0.5957
H: 0.8697 -6.4837 -1.9374
H: 0.2703 -2.6508 -2.7959
C: 0.5958 3.4878 3.0442
C: -0.9332 3.3552 2.7754
C: -1.1924 3.7417 1.2856
O: -1.3870 2.2329 2.8267
H: 1.1246 2.8213 2.2263
H: 0.9133 3.3663 4.0640
H: 0.9667 4.4834 2.8652
H: -1.4826 4.1207 3.3029
H: -2.2510 3.7496 1.0778
H: -0.6834 3.1219 0.5105
H: -0.9779 4.7522 1.0851
H: -1.1452 1.8899 3.7220
C: -3.0150 2.3239 -1.6778
C: -1.7636 1.5180 -1.7566
C: -1.9665 0.1499 -2.3972
O: -0.8491 2.1441 -2.2919
H: -3.2330 2.7051 -2.6762
H: -2.8925 3.1941 -1.0505
H: -3.8668 1.7611 -1.3434
H: -1.5262 1.4100 -0.6926
H: -1.1267 -0.5542 -2.3277
H: -2.0500 0.2638 -3.4680
H: -2.7795 -0.4378 -1.9595
H: -0.1401 1.5446 -2.2982
C: 2.5730 3.1369 -0.9422
C: 2.2874 3.8115 -2.2981
C: 3.4777 4.5759 -2.9233
O: 1.8266 3.1215 -3.2282
H: 3.4604 2.4189 -0.9691
H: 1.7696 2.4664 -0.7234
H: 2.7345 3.8945 -0.1675
H: 1.4054 4.4139 -1.9708
H: 3.7771 5.2513 -2.1473
H: 3.0280 5.2014 -3.7450
H: 4.3961 4.0571 -3.2621
H: 1.4921 3.7309 -3.8692
C: 2.2745 -0.1547 1.1633
C: 1.1026 -0.8958 0.6707
C: -0.1282 -0.2761 1.2515
O: 0.9631 -0.9034 -0.5627
H: 2.2950 -0.3342 2.2638
H: 2.1203 0.9505 1.0216
H: 3.1954 -0.4446 0.7060
H: 1.1261 -1.8940 1.1218
H: -0.3731 0.6807 0.7726
H: 0.0048 -0.0799 2.2972
H: -1.0583 -0.8887 1.1015
H: 0.7800 -1.8063 -0.7989
C: -1.2544 -3.5413 1.0293
C: -0.9614 -3.7930 2.4886
C: 0.3203 -4.6158 2.5817
O: -0.7421 -2.7842 3.2092
H: -2.2412 -2.9517 0.9897
H: -1.4035 -4.4692 0.5684
H: -0.4761 -3.0140 0.5535
H: -1.6770 -4.4428 2.9531
H: 0.0484 -5.5289 2.0993
H: 0.6148 -5.0652 3.5274
H: 1.1594 -4.2677 2.0328
H: -1.4453 -2.1192 3.1113

Cartesian forces (eV/Å) of the 2 atoms listed first:
C 1.15 0.46 2.74
O -0.13 0.55 -0.52

Output
total charge = 0
energy above the lowest of the compared OMol25 structures with the same formula, charge and spin = 168.64 kJ/mol
lowest unoccupied orbital energy = 0.16 eV
max |F| = 0.23706 hartree/bohr

***

Record 4
A cluster of 9 separate species, C21H60O9 in total in a non-equilibrium geometry. Source: the OMol25 dataset; level of theory: ωB97M-V with the def2-TZVPD basis set.

Atoms and positions in Å:
O: -0.0805 -0.2044 -0.0050
H: 0.4832 0.0031 0.7404
H: 0.3228 0.2500 -0.7446
O: -2.6942 -0.4752 -1.1130
H: -1.9480 -0.6299 -0.5338
H: -3.4502 -0.4424 -0.5269
C: -2.9495 0.4268 2.1960
C: -4.4284 0.8770 2.2215
C: -4.5720 2.4318 2.4290
O: -5.1561 0.5373 1.1180
H: -2.8585 -0.6033 2.5406
H: -2.3403 0.9114 2.9590
H: -2.5318 0.7215 1.2333
H: -4.8929 0.3235 3.0376
H: -4.0619 3.0959 1.7313
H: -4.2733 2.7426 3.4302
H: -5.6435 2.5454 2.2643
H: -5.6023 -0.2349 1.4733
C: -1.2327 3.0319 -0.6228
C: -0.5056 2.9188 -1.9373
C: -0.1953 4.2650 -2.5597
O: 0.6219 2.1439 -1.6319
H: -1.3854 2.0143 -0.2631
H: -2.1733 3.5323 -0.8530
H: -0.7414 3.6245 0.1489
H: -1.2412 2.4274 -2.5740
H: 0.4409 4.1370 -3.4354
H: 0.4349 4.7821 -1.8361
H: -1.0152 4.9830 -2.5798
H: 1.1279 2.6346 -0.9801
C: 2.4829 -2.6391 -0.9481
C: 3.8768 -2.5532 -1.5261
C: 4.2865 -1.1923 -2.0845
O: 4.8978 -2.9464 -0.6139
H: 2.3474 -3.6316 -0.5185
H: 1.8162 -2.4048 -1.7780
H: 2.3116 -1.8982 -0.1672
H: 3.9042 -3.3356 -2.2845
H: 3.4431 -0.7404 -2.6066
H: 5.1076 -1.1998 -2.8013
H: 4.6250 -0.5543 -1.2681
H: 5.1497 -2.1286 -0.1788
C: 4.1153 3.8810 1.2866
C: 3.3556 3.5821 0.0541
C: 4.1117 2.5743 -0.8006
O: 2.0490 3.1991 0.3135
H: 5.1000 4.1705 0.9196
H: 4.2869 3.0579 1.9802
H: 3.7163 4.6858 1.9039
H: 3.2240 4.5758 -0.3740
H: 3.8642 1.5322 -0.5982
H: 5.1733 2.7984 -0.6957
H: 3.8464 2.6753 -1.8529
H: 2.1234 2.3536 0.7621
C: 1.8839 -0.9891 4.0745
C: 0.8658 -0.0283 3.3628
C: 0.8131 1.2527 4.1500
O: 1.5208 0.2972 2.2263
H: 2.8545 -0.5668 4.3346
H: 2.2510 -1.8289 3.4844
H: 1.5226 -1.3059 5.0528
H: -0.1096 -0.5018 3.2511
H: 1.6818 1.9022 4.0422
H: 0.7191 1.1811 5.2336
H: 0.0774 1.8764 3.6421
H: 2.3455 0.7344 2.4508
C: -2.3748 -4.8444 2.4508
C: -2.2841 -4.4163 1.0536
C: -1.3715 -3.2427 0.8470
O: -1.9332 -5.5223 0.2805
H: -1.4165 -4.9811 2.9518
H: -2.9636 -5.7414 2.6424
H: -2.8586 -4.0516 3.0213
H: -3.3043 -4.1037 0.8310
H: -0.3852 -3.4642 1.2548
H: -1.6242 -2.2700 1.2690
H: -1.0408 -3.0056 -0.1642
H: -1.9444 -5.3280 -0.6595
C: -2.3967 -1.6532 -5.4996
C: -1.6202 -2.0009 -4.2807
C: -0.6323 -0.8254 -3.8798
O: -2.4773 -2.4506 -3.2375
H: -2.9700 -2.5000 -5.8769
H: -1.8249 -1.0396 -6.1958
H: -3.0855 -0.8765 -5.1676
H: -0.8601 -2.7598 -4.4664
H: -1.2362 0.0820 -3.8670
H: 0.1862 -0.8454 -4.5993
H: -0.1384 -1.0173 -2.9272
H: -2.5415 -1.7983 -2.5361

Cartesian forces (eV/Å) of the 2 atoms listed first:
O -0.79 -0.69 -0.28
H 0.55 0.12 0.65

Output
<S²> = 0.751
spin multiplicity = 2
total charge = -1
energy above the lowest of the compared OMol25 structures with the same formula, charge and spin = 102.16 kJ/mol
lowest unoccupied orbital energy (spin up / spin down) = 2.17 / 2.14 eV
max |F| = 0.09312 hartree/bohr

***

Record 5
A cluster of 10 separate species, C21H61N13O10 in total in a non-equilibrium geometry. Source: the OMol25 dataset; level of theory: ωB97M-V with the def2-TZVPD basis set.

Atoms and positions in Å:
C: 5.3740 -23.4727 25.6303
C: 4.4055 -23.6876 24.4424
C: 3.9232 -25.1224 24.6118
C: 2.8257 -25.5279 23.6226
C: 1.6767 -24.5413 23.8175
C: 2.0628 -23.0491 23.7246
N: 3.2772 -22.7749 24.4916
O: 3.5590 -21.4140 24.4993
C: 2.0584 -22.6110 22.2410
C: 0.8650 -22.3224 24.4503
C: 5.2299 -23.5274 23.1449
H: 6.0869 -24.2999 25.6483
H: 4.7567 -23.3569 26.5224
H: 6.0650 -22.6241 25.6393
H: 4.7217 -25.8611 24.5254
H: 3.5440 -25.1833 25.6378
H: 2.5035 -26.5669 23.7072
H: 3.2767 -25.4992 22.6236
H: 1.1727 -24.8340 24.7395
H: 0.9626 -24.6973 22.9995
H: 2.4677 -21.6145 22.0941
H: 2.6384 -23.2821 21.5997
H: 1.0295 -22.7422 21.9062
H: 0.0154 -22.9918 24.3161
H: 1.1127 -22.1663 25.4969
H: 0.6390 -21.3477 24.0170
H: 5.6982 -22.5464 23.1339
H: 4.6011 -23.6224 22.2559
H: 5.9020 -24.3807 23.0189
H: 3.8501 -21.0543 23.6377
C: -3.5368 -21.1293 16.2808
O: -3.0973 -22.1635 15.7605
N: -3.3196 -20.7991 17.5722
N: -4.3946 -20.3139 15.6233
H: -3.7635 -19.9740 17.9349
H: -2.5425 -21.1155 18.1335
H: -4.7694 -19.4925 16.0570
H: -4.7925 -20.6112 14.7530
C: 5.2989 -19.8860 21.1712
O: 4.7709 -20.4224 22.1343
N: 5.2131 -20.4141 19.8986
N: 5.9310 -18.6814 21.2104
H: 4.7883 -21.3284 19.9476
H: 5.8250 -20.1430 19.1565
H: 5.8892 -17.9489 21.8908
H: 6.5974 -18.5110 20.4785
C: -0.5257 -16.2641 17.3963
O: -0.5734 -17.4834 17.5758
N: 0.4466 -15.6716 16.6575
N: -1.4152 -15.4146 18.0043
H: 1.3092 -16.1542 16.4584
H: 0.3290 -14.7017 16.4368
H: -1.4437 -14.4579 17.7093
H: -2.1708 -15.8459 18.5010
C: 0.8882 -20.7755 15.3020
O: 1.9596 -20.2077 15.5603
N: -0.3039 -20.4521 15.8537
N: 0.8601 -21.8658 14.4887
H: -1.1702 -20.9167 15.6416
H: -0.2784 -19.7059 16.5329
H: 1.7747 -22.2199 14.2661
H: 0.0860 -22.5011 14.5851
C: -0.7712 -18.7795 23.0472
O: -0.8847 -18.5238 24.2542
N: -1.6717 -19.5459 22.4013
N: 0.2020 -18.1997 22.2969
H: -2.4506 -19.9393 22.8812
H: -1.7391 -19.5817 21.3940
H: 0.2770 -18.4725 21.3294
H: 0.9188 -17.7004 22.7833
C: -2.4422 -22.6965 20.9452
O: -2.3073 -22.9199 19.7338
N: -3.3765 -21.8704 21.4878
N: -1.6015 -23.2771 21.8223
H: -3.4156 -21.7676 22.4822
H: -4.0076 -21.3320 20.9272
H: -1.8351 -23.3155 22.7956
H: -0.8229 -23.7323 21.3797
C: 3.3629 -17.8803 17.1306
C: 4.0935 -16.7151 16.4462
O: 3.1841 -15.5994 16.3059
H: 3.8910 -18.8257 17.0390
H: 2.3204 -17.8504 16.8457
H: 3.4882 -17.6378 18.1918
H: 4.5803 -16.9379 15.4915
H: 4.9377 -16.3332 17.0309
H: 3.1041 -15.4743 15.3545
C: 1.5237 -20.1994 19.3759
C: 0.0564 -20.5837 19.4855
O: -0.8148 -19.4553 19.5392
H: 1.7867 -19.3462 20.0105
H: 1.8791 -19.8799 18.3918
H: 2.2409 -20.9656 19.6773
H: -0.0934 -21.0706 20.4518
H: -0.2707 -21.2472 18.6817
H: -0.6642 -18.7517 18.8847
C: 0.8434 -24.3792 18.7119
C: 1.4022 -24.2353 17.3103
O: 2.8297 -24.1898 17.4124
H: 1.0733 -25.3444 19.1823
H: -0.2323 -24.3759 18.8918
H: 1.4084 -23.6673 19.3206
H: 0.9595 -23.3975 16.7650
H: 1.1790 -25.1312 16.7175
H: 3.1670 -24.6550 16.6449

Cartesian forces (eV/Å) of the 2 atoms listed first:
C 0.00 0.48 0.05
C 1.77 0.46 -0.82

Output
total charge = 0
lowest unoccupied orbital energy = 0.24 eV
max |F| = 0.05027 hartree/bohr